No. 1
A structure of composition C3H2BaFO2. Source: the OMol25 dataset; level of theory: the ωB97M-V functional and the def2-TZVPD basis.

```
9
Properties=species:S:1:pos:R:3:forces:R:3
C -1.121 -0.637 0.588 0.3071 0.2353 1.7469
C 1.361 0.755 -0.162 0.5996 -0.4005 -1.6188
O -0.697 0.123 1.445 -1.3046 -0.9958 -0.3454
O -0.432 -0.688 -0.600 -0.5458 -1.3716 -1.9209
C 0.340 0.394 -0.955 0.5210 1.3703 1.6978
H 1.779 1.759 -0.122 0.1574 -0.3507 -0.2202
F 2.129 -0.178 0.448 -0.8896 0.5457 0.5756
H -0.103 1.113 -1.642 -0.0753 -0.1753 0.2919
Ba -3.255 -2.640 1.000 1.2303 1.1425 -0.2070
```
Positions in Å, forces in eV/Å.

The electronic energy is -10639.7181 eV. The value obtained for the HOMO energy is -11.2 eV. As for the lowest unoccupied orbital energy: -5.570 eV. The energy above the lowest of the compared OMol25 structures with the same formula, charge and spin comes out at 0.753 eV. The orbital gap is 5.7 eV. Its total charge is +1. Its multiplicity is 1.

=====

No. 2
An isolated molecule of C3H2Br2O. Source: the OMol25 dataset; level of theory: the ωB97M-V functional and the def2-TZVPD basis.

```
8
Properties=species:S:1:pos:R:3:forces:R:3
C 1.107 0.363 1.213 -4.6485 -0.7379 -1.7468
C -0.022 0.207 0.800 0.6241 -0.7873 -1.6999
C -1.096 0.041 -0.226 -1.1753 -0.5763 1.2964
O -0.602 0.038 -1.449 1.5433 0.2458 -0.7421
Br -2.235 -1.817 -0.020 1.0646 1.3982 0.1129
Br -2.404 1.444 0.223 0.0060 -0.1225 -0.4207
H 1.890 0.535 1.786 3.3419 0.6558 2.0645
H -1.080 0.182 -2.284 -0.7560 -0.0758 1.1356
```
Positions in Å, forces in eV/Å.

As for the SMILES: C#CC(O)(Br)Br. The electronic energy is -145272.5730 eV. The value obtained for the HOMO energy is -10.0 eV. As for the lowest unoccupied orbital energy: -0.368 eV. The energy above the lowest of the compared OMol25 structures with the same formula, charge and spin comes out at 2.224 eV. The orbital gap is 9.7 eV. Its total charge is 0. Its multiplicity is 1.

=====

No. 3
A cluster of 2 separate species, C3H2BrCl3 in total. Source: the OMol25 dataset; level of theory: the ωB97M-V functional and the def2-TZVPD basis.

```
9
Properties=species:S:1:pos:R:3:forces:R:3
C -1.914 0.016 1.018 -0.3344 0.2229 -0.9789
C -0.641 -0.290 1.018 0.1769 0.2496 -0.5421
C 1.556 0.236 -1.408 -0.1713 0.5269 -0.0552
Cl 0.943 -0.420 -2.914 0.6522 0.3724 1.1499
Cl 2.650 -0.662 -0.424 -0.2534 0.3428 -1.0950
Cl 1.719 1.984 -1.323 -0.0939 -1.2038 -0.1816
Br 0.626 -1.102 2.068 -0.6563 0.0547 0.3227
H -2.545 -0.283 1.854 -0.1235 0.1660 -0.0823
H -2.395 0.521 0.111 0.8036 -0.7315 1.4624
```
Positions in Å, forces in eV/Å.

The electronic energy is -110748.2883 eV. The value obtained for the HOMO energy (spin up / spin down) is -8.6 / -8.7 eV. As for the lowest unoccupied orbital energy (spin up / spin down): -0.570 / -0.632 eV. The energy above the lowest of the compared OMol25 structures with the same formula, charge and spin comes out at 3.888 eV. The orbital gap (spin up / spin down) is 8.0 / 8.1 eV. Its total charge is 0. Its multiplicity is 1.

=====

No. 4
A structure of composition C3H2BrClF2. Source: the OMol25 dataset; level of theory: the ωB97M-V functional and the def2-TZVPD basis.

```
9
Properties=species:S:1:pos:R:3:forces:R:3
C -0.702 -0.578 0.288 1.1941 2.5456 -0.7670
C -0.226 0.369 -0.800 -0.8497 1.2388 2.3575
C 0.525 0.227 0.492 2.2898 -1.0203 -0.8591
F 0.083 -0.102 -1.940 0.9323 -0.6400 -2.1573
F -0.890 1.591 -0.921 0.7877 -1.5262 0.0081
Cl 0.778 1.591 1.447 -0.0276 -0.4102 0.4190
Br 2.636 -1.345 0.675 -2.2412 1.6678 -0.3825
H -1.523 -0.189 0.746 -2.3891 0.4993 1.7340
H -0.681 -1.564 0.015 0.3036 -2.3549 -0.3527
```
Positions in Å, forces in eV/Å.

The electronic energy is -91139.7792 eV. The value obtained for the HOMO energy (spin up / spin down) is -10.2 / -10.2 eV. As for the lowest unoccupied orbital energy (spin up / spin down): -2.272 / -2.270 eV. The energy above the lowest of the compared OMol25 structures with the same formula, charge and spin comes out at 2.584 eV. The orbital gap (spin up / spin down) is 7.9 / 7.9 eV. Its total charge is 0. Its multiplicity is 1.